Here is a 6-piece molecular cluster, C24H52N3O12 overall from the Open Molecules 2025 dataset. Energies are from ωB97M-V/def2-TZVPD.

Element x y z (Å)
O -0.6486 0.5313 0.0100
H 0.3107 0.7482 0.0239
H -1.2150 1.3350 0.1353
H -0.9046 -0.1036 0.7262
C -2.8945 1.4183 3.8564
C -2.7815 1.8719 2.5058
C -4.0869 2.3872 1.8066
O -4.0476 2.8703 0.6645
C -5.3348 2.1151 2.4784
C -5.4395 1.6014 3.7829
C -4.1439 1.2698 4.5003
O -4.0396 0.8647 5.6873
O -6.5918 1.4523 4.2992
O -1.6844 1.8890 1.8900
H -1.9862 1.2041 4.4001
H -6.2440 2.3777 1.9557
O -1.1791 -1.4319 1.5950
H -1.7185 -1.4945 2.3892
H -0.5004 -2.1385 1.7352
C 5.6418 -3.1567 -2.5144
O 4.8854 -2.7327 -1.3839
C 4.9153 -3.6649 -0.3016
C 3.8337 -4.7387 -0.5180
N 2.4732 -4.2796 -0.7925
C 1.7648 -3.4174 0.1907
C 1.1533 -4.3742 1.2071
O 0.1623 -3.7108 2.0220
C -0.2897 -4.6545 3.0225
H 5.1120 -4.0292 -2.9104
H 6.6565 -3.4687 -2.2641
H 5.6015 -2.4484 -3.3391
H 4.5980 -3.0651 0.5532
H 5.9148 -4.0329 -0.0646
H 3.6670 -5.2348 0.4433
H 4.1256 -5.5036 -1.2369
H 2.4768 -3.7610 -1.6632
H 0.9149 -2.9451 -0.3008
H 2.4826 -2.7047 0.5975
H 1.9349 -4.7576 1.8691
H 0.6659 -5.2214 0.7205
H -0.9306 -5.3754 2.5102
H -0.9000 -4.0710 3.7091
H 0.4624 -5.2343 3.5581
C 0.1170 -1.2713 -3.5766
O 0.9044 -0.4783 -2.7432
C 0.6851 0.9458 -2.8577
C 1.6811 1.7027 -1.9432
N 1.8942 0.9705 -0.6708
C 2.6903 1.7571 0.2681
C 2.6197 1.2338 1.7113
O 1.2493 1.1165 2.0743
C 1.0009 0.4857 3.3091
H 0.3988 -1.1438 -4.6262
H -0.9273 -0.9868 -3.4187
H 0.2437 -2.3218 -3.3130
H -0.3383 1.0716 -2.5037
H 0.8174 1.2397 -3.9006
H 1.2788 2.6854 -1.6907
H 2.6657 1.8661 -2.3872
H 2.4959 0.2344 -1.0124
H 2.2736 2.7629 0.3664
H 3.7022 1.9361 -0.1071
H 3.0798 1.9738 2.3748
H 3.1987 0.3347 1.9475
H 1.4211 -0.5246 3.3628
H -0.0621 0.3450 3.4942
H 1.4217 1.0871 4.1191
C 0.5958 5.7313 0.9895
O -0.2389 5.4916 -0.1782
C -1.0639 4.3252 0.0502
C -1.4959 3.8161 -1.3101
N -2.1465 2.5334 -1.2471
C -2.6384 2.0166 -2.5177
C -2.9948 0.5470 -2.4708
O -3.1258 0.0387 -3.8080
C -3.8946 -1.1326 -3.9301
H 1.3006 6.4626 0.5929
H 1.1528 4.8850 1.3937
H -0.0075 6.1804 1.7793
H -1.9638 4.5081 0.6394
H -0.4870 3.5499 0.5582
H -0.6202 3.8228 -1.9657
H -2.1895 4.5720 -1.7013
H -2.9108 2.6009 -0.5625
H -1.8615 2.2438 -3.2525
H -3.5306 2.5537 -2.8558
H -3.9899 0.4964 -2.0190
H -2.3432 -0.1271 -1.9104
H -3.4754 -1.9308 -3.3137
H -3.8103 -1.4525 -4.9709
H -4.9643 -0.9394 -3.8216

Force components x, y, z for each atom (eV/Å):
-0.796 -0.643 -0.677
0.912 -0.041 -0.053
-0.377 0.672 0.187
0.149 -0.327 0.571
-0.191 0.969 -3.151
-0.400 -0.176 1.702
-1.663 -1.673 1.558
0.451 0.573 -0.755
2.076 0.569 -0.842
-2.736 0.155 0.079
1.928 -0.772 2.540
-1.716 0.240 -0.684
2.104 -0.178 -0.007
0.025 0.168 -0.691
-0.037 -0.123 0.140
-0.061 0.041 0.016
0.568 -0.712 0.222
-0.325 0.512 0.033
-0.593 0.490 -0.264
-1.209 -1.079 0.045
1.073 0.432 -0.136
-1.401 0.778 -0.371
-0.460 -0.144 1.583
-0.243 0.851 -1.419
0.380 -1.625 -0.291
-0.110 0.724 0.728
1.367 -1.422 0.648
-1.110 0.755 -0.780
0.309 -0.327 -0.213
0.143 0.296 0.064
0.158 0.501 0.472
0.131 0.004 0.112
0.071 -0.274 -0.325
0.776 -0.421 0.042
-0.103 0.110 -0.132
0.019 -0.093 -0.095
0.333 0.366 -0.238
-0.513 0.346 0.441
0.005 -0.140 0.077
0.143 0.057 -0.309
-0.125 -0.112 0.093
0.061 -0.174 0.158
0.508 0.487 -0.129
-0.553 0.367 -0.044
1.557 0.542 0.546
0.223 -1.116 0.676
-0.477 -0.213 0.327
0.303 0.420 -0.507
-0.363 0.494 0.711
-0.144 0.211 0.602
0.267 -0.351 -0.798
0.254 -0.115 0.454
-0.147 0.039 -0.145
-0.146 -0.213 -0.416
0.139 0.072 0.148
0.065 0.593 -0.172
-0.178 0.230 -0.048
-0.165 0.009 -0.196
-0.052 -0.003 -0.497
-0.234 -0.863 0.552
-0.349 -0.019 -0.350
0.282 -0.302 0.300
0.138 0.330 -0.083
-0.242 -0.496 -0.498
0.389 -0.038 -0.189
-0.097 0.560 -0.462
0.016 -0.023 0.164
-0.663 1.039 -1.480
0.353 -1.117 1.538
0.253 -0.254 -0.507
-0.493 0.789 -0.333
0.295 -0.911 0.173
0.653 0.837 0.060
-1.171 -0.580 -0.412
0.276 0.577 -0.145
0.375 0.270 -0.765
0.183 0.121 0.447
-0.269 -0.404 -0.296
0.051 -0.049 0.161
0.171 0.292 0.275
0.049 0.021 0.181
0.020 -0.252 -0.145
0.038 0.215 -0.316
-0.096 -0.014 0.353
-0.046 -0.359 -0.280
-0.120 0.087 -0.101
0.018 -0.167 0.359
0.339 0.360 0.186
-0.450 -0.105 0.316
0.261 -0.024 -0.038
-0.029 -0.124 0.743

* lowest unoccupied orbital energy: 1.741 eV
* orbital gap: 0.171 Eh
* HOMO energy: -2.91 eV
* net charge: -1
* ΔE to the lowest compared entry with this formula, charge and spin: 0.00 kcal per mole

***

Here is C24H52N3O2PdSSi3 as an isolated structure from the Open Molecules 2025 dataset. Energies are from ωB97M-V/def2-TZVPD.

Element x y z (Å)
Pd 0.8332 1.0319 1.5587
C -1.4870 3.2925 -1.3439
O -0.5461 2.2723 -1.1803
Si 1.1067 2.6033 -0.9881
C 1.6437 2.8165 -2.8086
C 1.2072 4.3713 -0.3136
C 2.0862 1.3682 -0.1166
Si 3.4907 1.9510 0.8947
C 4.4814 0.5877 1.7683
C 4.8395 2.7455 -0.2265
C 3.2616 3.2710 2.2383
Si 2.0947 -0.3233 -0.7862
C 3.3839 -0.5362 -2.1972
C 2.5231 -1.7911 0.3351
C 0.4636 -0.8411 -1.5995
H -1.2509 3.9502 -2.1950
H -1.5748 3.9164 -0.4467
H -2.4685 2.8445 -1.5298
H 1.0498 3.5809 -3.3240
H 1.5227 1.8746 -3.3520
H 2.6988 3.1017 -2.8691
H 0.6691 5.0642 -0.9687
H 2.2481 4.7014 -0.2693
H 0.7879 4.4398 0.6920
H 4.9908 -0.0692 1.0573
H 3.8326 -0.0180 2.4026
H 5.2476 1.0594 2.3945
H 5.1383 2.0396 -1.0082
H 5.7341 3.0320 0.3393
H 4.4587 3.6423 -0.7277
H 2.6422 2.8679 3.0417
H 2.7827 4.1796 1.8735
H 4.2461 3.5446 2.6414
H 4.3949 -0.3524 -1.8170
H 3.2070 0.1768 -3.0080
H 3.3627 -1.5489 -2.6184
H 3.5315 -1.7340 0.7465
H 2.4627 -2.7109 -0.2630
H 1.8136 -1.8560 1.1634
H -0.0360 -0.0097 -2.1005
H -0.2155 -1.2133 -0.8257
H 0.6404 -1.6355 -2.3333
C -4.4013 0.2131 -1.3512
C -2.9834 -0.1298 -0.9010
C -2.8505 -0.3045 0.6091
C -3.5498 -1.5392 1.1644
N -3.0403 -2.7907 0.5939
C -1.8434 -3.3179 0.9976
S -1.0871 -2.9319 2.4214
N -1.3193 -4.2062 0.1109
C -0.0321 -4.8463 0.2808
C 0.3864 -5.5978 -0.9769
C 0.7216 -4.7362 -2.1981
C -0.4819 -4.1722 -2.9500
H -4.4465 0.3959 -2.4283
H -4.7534 1.1125 -0.8393
H -5.1126 -0.5870 -1.1234
H -2.2915 0.6571 -1.2020
H -2.6301 -1.0259 -1.4287
H -3.2698 0.5733 1.1083
H -1.7909 -0.3321 0.8876
H -4.6249 -1.5121 0.9653
H -3.4134 -1.5853 2.2418
H -3.1961 -2.8593 -0.4020
H -1.8892 -4.4990 -0.6647
H -0.0634 -5.5336 1.1335
H 0.7039 -4.0786 0.5289
H -0.3864 -6.3319 -1.2451
H 1.2732 -6.1788 -0.7096
H 1.3100 -5.3459 -2.8911
H 1.3679 -3.9119 -1.8851
H -1.2046 -4.9625 -3.1821
H -0.1704 -3.7196 -3.8928
H -0.9814 -3.3916 -2.3778
O -0.4195 0.9026 3.3368
N -1.6791 1.3429 3.1911
C -1.9650 2.4841 2.4689
C -3.2402 2.9519 2.3737
C -4.3241 2.2955 3.0257
C -3.9761 1.1778 3.8275
C -2.6895 0.7318 3.9058
H -1.1049 2.8995 1.9600
H -3.4093 3.8331 1.7645
H -5.3395 2.6601 2.9595
H -4.7318 0.6381 4.3885
H -2.3691 -0.1292 4.4732

Force components x, y, z for each atom (eV/Å):
-0.040 0.165 0.032
0.012 -0.026 -0.005
-0.021 -0.003 -0.012
0.009 0.031 0.014
-0.007 0.004 -0.006
-0.012 -0.001 0.009
0.006 -0.074 0.031
0.064 -0.034 -0.022
0.011 0.015 -0.009
-0.009 0.012 -0.002
-0.004 -0.019 0.015
-0.013 -0.029 -0.036
0.023 0.014 0.014
-0.003 0.001 0.000
0.007 0.000 -0.004
-0.002 0.004 0.003
-0.002 0.008 0.001
-0.005 0.000 0.001
0.004 0.000 -0.004
-0.001 0.000 0.003
0.001 0.000 0.001
-0.002 -0.005 -0.001
0.007 0.000 -0.003
0.004 0.000 0.003
-0.007 -0.005 -0.003
0.001 0.002 0.004
0.003 -0.003 -0.003
0.000 0.002 -0.001
-0.003 0.001 0.003
-0.003 -0.001 -0.002
0.000 0.006 0.003
-0.011 0.005 -0.008
0.003 -0.002 -0.006
0.001 0.000 -0.001
-0.005 0.001 0.002
-0.002 -0.001 -0.001
-0.005 0.002 0.013
0.014 0.009 0.006
-0.006 0.004 -0.001
-0.005 -0.002 0.004
-0.004 0.008 -0.005
0.001 -0.014 -0.008
0.000 0.007 0.000
0.004 -0.012 0.002
0.005 -0.007 0.002
0.011 -0.001 -0.013
0.018 0.022 0.007
-0.009 0.006 -0.045
0.000 -0.063 0.052
-0.027 -0.006 0.029
0.018 0.010 -0.003
-0.007 0.001 0.008
-0.001 0.007 0.003
0.004 -0.019 -0.001
-0.003 -0.001 0.002
0.002 0.001 0.002
0.001 -0.002 0.001
0.015 0.011 -0.005
-0.012 0.009 0.000
-0.003 -0.011 -0.015
-0.004 -0.008 0.008
0.000 -0.010 -0.001
0.007 0.001 0.015
-0.002 0.003 -0.003
0.012 0.025 -0.013
-0.005 0.006 0.000
-0.001 -0.016 -0.007
-0.002 -0.002 0.002
-0.002 0.001 0.004
0.000 0.000 -0.001
-0.006 -0.003 -0.008
0.002 0.002 0.002
-0.002 0.002 -0.002
-0.003 0.013 -0.002
0.005 -0.046 -0.069
0.000 0.035 0.037
-0.010 -0.023 -0.008
-0.001 0.007 -0.002
-0.008 -0.001 0.007
0.000 0.001 -0.011
-0.011 -0.024 0.011
0.011 0.005 -0.002
0.004 0.001 -0.001
0.000 0.000 0.001
0.002 0.000 0.002
0.000 0.006 -0.001

* lowest unoccupied orbital energy (alpha / beta): 4.309 / 4.309 eV
* orbital gap (alpha / beta): 0.114 / 0.154 Eh
* HOMO energy (alpha / beta): 1.22 / 0.11 eV
* net charge: -2
* 2S+1: 2

***

Largest force on an atom for every record listed, in sequence, given in hartree/bohr: 0.064 0.003.